Below is a cluster of 10 separate species, C37H88Cl4N5O17P3 in total, with properties calculated with ωB97M-V with the def2-TZVPD basis set.

Positions of all 154 atoms, in Å:
C: 23.042 7.064 13.301
C: 22.774 5.873 14.218
O: 23.488 4.715 13.812
P: 23.290 3.389 14.644
O: 24.216 2.307 14.320
O: 23.344 3.792 16.178
C: 24.646 3.803 16.798
C: 24.626 4.301 18.228
O: 21.742 3.132 14.438
C: 21.024 2.244 15.280
C: 19.850 2.968 15.872
H: 22.624 6.871 12.317
H: 22.634 7.954 13.780
H: 24.117 7.260 13.298
H: 22.983 6.196 15.246
H: 21.684 5.739 14.241
H: 25.176 2.852 16.777
H: 25.262 4.503 16.218
H: 23.968 5.133 18.478
H: 24.395 3.446 18.869
H: 25.617 4.645 18.527
H: 20.771 1.276 14.840
H: 21.680 1.915 16.098
H: 20.129 3.778 16.538
H: 19.180 3.322 15.076
H: 19.134 2.286 16.346
C: 15.600 3.786 11.851
C: 17.073 3.457 11.717
O: 17.231 2.152 12.285
P: 17.693 0.858 11.535
O: 19.059 0.794 11.017
O: 17.325 -0.197 12.642
C: 17.065 -1.587 12.385
C: 17.877 -2.516 13.292
O: 16.529 0.609 10.484
C: 16.586 0.997 9.094
C: 16.560 -0.266 8.252
H: 15.406 3.915 12.919
H: 15.309 4.782 11.493
H: 14.935 3.089 11.349
H: 17.438 3.486 10.686
H: 17.644 4.191 12.284
H: 16.025 -1.750 12.686
H: 17.169 -1.800 11.321
H: 18.227 -1.938 14.151
H: 17.278 -3.328 13.691
H: 18.759 -2.868 12.762
H: 15.734 1.655 8.922
H: 17.500 1.554 8.882
H: 17.556 -0.692 8.346
H: 15.692 -0.900 8.404
H: 16.429 0.031 7.202
C: 25.388 -1.584 7.904
C: 26.028 -2.986 7.865
O: 26.716 -3.395 6.665
P: 28.014 -2.628 6.199
O: 27.916 -1.317 5.573
O: 28.690 -3.699 5.256
C: 28.797 -5.068 5.681
C: 27.740 -5.926 5.031
O: 28.889 -2.630 7.539
C: 30.091 -1.855 7.588
C: 29.798 -0.415 8.034
H: 25.800 -0.991 7.083
H: 24.316 -1.653 7.748
H: 25.659 -1.121 8.849
H: 26.580 -3.280 8.753
H: 25.163 -3.659 7.853
H: 29.797 -5.398 5.387
H: 28.848 -5.125 6.772
H: 27.977 -6.935 5.398
H: 26.721 -5.661 5.280
H: 27.941 -6.013 3.965
H: 30.763 -2.308 8.323
H: 30.692 -1.857 6.676
H: 28.868 -0.073 7.590
H: 29.748 -0.294 9.114
H: 30.623 0.186 7.642
C: 25.090 -6.566 15.071
N: 24.230 -6.188 13.990
C: 24.321 -4.844 13.484
C: 23.307 -7.039 13.487
O: 22.597 -6.778 12.532
H: 26.122 -6.742 14.737
H: 24.892 -7.605 15.365
H: 25.039 -5.918 15.941
H: 23.843 -4.788 12.513
H: 23.902 -4.075 14.147
H: 25.365 -4.546 13.414
H: 23.251 -8.003 14.012
C: 20.543 -5.506 10.252
N: 21.114 -6.442 9.301
C: 20.200 -7.120 8.442
C: 22.450 -6.610 9.124
O: 22.933 -7.224 8.216
H: 19.779 -6.013 10.832
H: 20.166 -4.646 9.682
H: 21.358 -5.069 10.831
H: 19.469 -6.422 8.000
H: 20.667 -7.519 7.546
H: 19.564 -7.892 8.884
H: 22.997 -6.189 9.983
C: 26.751 1.315 11.126
N: 27.603 1.737 12.241
C: 29.025 1.603 12.227
C: 27.002 2.422 13.250
O: 27.547 2.978 14.164
H: 25.823 0.876 11.483
H: 27.261 0.458 10.680
H: 26.591 2.150 10.447
H: 29.375 1.852 13.235
H: 29.429 0.606 12.054
H: 29.566 2.351 11.635
H: 25.914 2.472 13.100
C: 23.578 -0.128 12.620
N: 23.383 -1.378 11.922
C: 22.022 -1.837 11.961
C: 24.420 -2.047 11.377
O: 25.556 -1.606 11.469
H: 24.570 0.281 12.465
H: 23.410 -0.232 13.692
H: 22.918 0.646 12.216
H: 21.315 -1.069 11.665
H: 21.945 -2.680 11.266
H: 21.736 -2.153 12.967
H: 24.042 -2.946 10.861
C: 24.554 -1.294 16.557
N: 25.663 -0.429 16.869
C: 26.361 0.162 15.725
C: 26.039 -0.180 18.141
O: 27.027 0.412 18.481
H: 23.708 -0.752 16.125
H: 24.213 -1.882 17.406
H: 24.913 -1.978 15.784
H: 26.308 -0.467 14.833
H: 25.821 1.080 15.474
H: 27.410 0.333 15.943
H: 25.337 -0.671 18.841
Cl: 23.405 1.922 9.181
C: 21.895 2.604 9.794
C: 22.185 3.589 10.900
Cl: 20.715 4.149 11.712
H: 21.247 1.787 10.115
H: 21.267 3.088 9.042
H: 22.809 4.407 10.538
H: 22.854 3.144 11.642
Cl: 26.964 -5.084 10.823
C: 27.848 -4.566 12.238
C: 28.872 -3.498 11.848
Cl: 29.669 -2.896 13.343
H: 28.410 -5.362 12.730
H: 27.206 -4.117 12.989
H: 28.296 -2.659 11.463
H: 29.652 -3.841 11.182

Computed properties:
* max |F|: 2.25 eV Å⁻¹
* HOMO energy: -8.7 eV
* E_LUMO: 0.24 eV

Below is a cluster of 8 separate species, C37H92F9N6O7PS in total, with properties calculated with ωB97M-V with the def2-TZVPD basis set.

Positions of all 153 atoms, in Å:
C: 12.775 -1.648 21.037
F: 11.862 -1.767 20.074
F: 13.047 -2.948 21.372
F: 13.870 -1.095 20.584
S: 12.079 -0.431 22.404
O: 13.041 -0.274 23.488
O: 11.862 0.837 21.643
O: 10.786 -1.039 22.782
P: 16.474 0.943 17.815
F: 15.736 2.470 17.801
F: 17.696 1.437 18.883
F: 15.489 0.429 19.154
F: 17.139 -0.464 17.781
F: 15.448 0.524 16.618
F: 17.288 1.273 16.514
C: 18.923 5.728 14.022
N: 17.608 5.853 14.877
C: 16.481 6.539 14.148
C: 17.245 4.426 15.426
C: 17.856 6.833 16.055
C: 18.742 6.309 17.189
O: 19.975 5.769 16.771
H: 19.671 5.056 14.444
H: 19.310 6.747 14.050
H: 18.812 5.335 13.012
H: 15.628 6.562 14.826
H: 16.254 5.888 13.303
H: 16.642 7.584 13.882
H: 17.125 3.811 14.535
H: 16.297 4.507 15.957
H: 18.056 4.006 16.021
H: 16.955 7.282 16.473
H: 18.350 7.627 15.495
H: 18.225 5.592 17.826
H: 19.035 7.077 17.905
H: 20.691 6.157 17.280
C: 22.910 2.415 17.123
N: 21.961 1.371 16.346
C: 22.094 -0.024 17.021
C: 20.466 1.823 16.547
C: 22.320 1.306 14.815
C: 21.235 0.611 13.961
O: 20.142 1.438 13.726
H: 22.645 2.267 18.170
H: 22.672 3.429 16.799
H: 23.919 2.212 16.764
H: 21.651 -0.807 16.406
H: 21.719 -0.035 18.044
H: 23.175 -0.169 17.017
H: 20.373 1.945 17.626
H: 19.755 1.024 16.340
H: 20.373 2.769 16.014
H: 23.326 0.888 14.810
H: 22.408 2.353 14.525
H: 20.872 -0.153 14.648
H: 21.620 0.028 13.124
H: 20.329 1.993 12.966
C: 12.746 2.530 19.243
N: 11.704 2.153 18.095
C: 10.526 1.496 18.761
C: 11.280 3.524 17.495
C: 12.235 1.218 16.958
C: 11.162 0.697 16.021
O: 10.192 1.576 15.564
H: 13.524 3.195 18.869
H: 13.284 1.622 19.517
H: 12.288 3.033 20.094
H: 10.051 2.177 19.467
H: 10.692 0.482 19.126
H: 9.658 1.457 18.103
H: 11.034 4.263 18.258
H: 10.251 3.354 17.178
H: 11.799 3.884 16.607
H: 12.846 0.465 17.456
H: 13.016 1.693 16.364
H: 10.645 -0.227 16.281
H: 11.745 0.441 15.137
H: 10.416 1.906 14.691
C: 17.496 -3.865 22.424
N: 17.807 -2.527 21.767
C: 16.666 -2.352 20.694
C: 17.665 -1.432 22.821
C: 19.105 -2.562 21.067
C: 20.414 -2.715 21.898
O: 20.684 -1.527 22.642
H: 17.578 -4.743 21.783
H: 16.429 -3.911 22.642
H: 18.097 -3.889 23.334
H: 16.824 -3.084 19.902
H: 17.088 -1.472 20.208
H: 15.639 -2.171 21.009
H: 16.599 -1.353 23.034
H: 17.876 -0.427 22.455
H: 18.255 -1.759 23.676
H: 19.200 -1.624 20.519
H: 19.202 -3.352 20.322
H: 21.169 -2.821 21.119
H: 20.374 -3.544 22.604
H: 21.486 -1.126 22.298
C: 12.606 3.201 24.111
C: 14.143 3.082 23.756
C: 14.478 3.934 22.520
N: 15.920 3.831 21.950
C: 16.368 2.406 21.726
C: 16.844 4.420 23.100
C: 17.719 5.474 22.528
C: 17.735 5.301 21.063
C: 16.264 4.802 20.776
H: 12.098 4.130 23.856
H: 12.428 3.135 25.185
H: 12.096 2.396 23.581
H: 14.452 2.041 23.660
H: 14.690 3.342 24.662
H: 14.438 4.962 22.881
H: 13.771 3.765 21.708
H: 17.316 2.424 21.189
H: 15.683 1.889 21.054
H: 16.420 1.814 22.640
H: 17.438 3.611 23.525
H: 16.422 4.847 24.010
H: 18.726 5.208 22.849
H: 17.537 6.529 22.732
H: 18.452 4.518 20.816
H: 18.009 6.227 20.557
H: 16.122 4.164 19.903
H: 15.520 5.599 20.767
C: 12.832 -2.523 15.991
C: 14.139 -3.150 15.424
C: 15.338 -2.211 15.201
N: 16.581 -2.914 14.540
C: 17.037 -4.169 15.290
C: 16.260 -3.139 13.138
C: 16.654 -1.826 12.380
C: 17.444 -0.898 13.323
C: 17.748 -1.832 14.577
H: 12.059 -3.255 16.226
H: 12.446 -1.795 15.278
H: 12.909 -2.106 16.996
H: 13.897 -3.580 14.452
H: 14.403 -4.016 16.030
H: 15.468 -1.822 16.211
H: 14.961 -1.408 14.567
H: 17.963 -4.537 14.849
H: 16.231 -4.877 15.482
H: 17.320 -3.821 16.284
H: 16.804 -4.052 12.894
H: 15.242 -3.522 13.075
H: 17.072 -2.126 11.419
H: 15.821 -1.199 12.062
H: 18.363 -0.697 12.774
H: 16.975 0.077 13.461
H: 18.655 -2.414 14.409
H: 17.767 -1.337 15.548

Computed properties:
* total charge: +3
* max |F|: 4.41 eV Å⁻¹
* HOMO energy (spin up / spin down): -8.0 / -13.5 eV
* E_LUMO (spin up / spin down): -5.84 / -5.98 eV
* 2S+1: 2